Entry 1:
Here is one molecule with the formula C3H9N5 in a non-equilibrium geometry from the OMol25 dataset. Energies are from ωB97M-V/def2-TZVPD.

Results
SMILES string = C/N=C(\C=N/N)NN
LUMO level = 1.0 eV

The geometry in XYZ format:
```
17
C3H9N5, DFT ωB97M-V/def2-TZVPD
H -1.227 0.687 -1.198
C 0.070 -2.403 -0.491
N -1.478 0.642 0.845
N 1.702 0.874 0.013
H 1.125 2.298 1.246
N 0.869 -1.187 -0.637
H 0.244 2.254 -0.152
H 0.698 -3.243 -0.105
H -0.739 -2.254 0.230
C -0.395 0.009 1.073
N -1.690 1.132 -0.413
H 2.171 0.868 -0.842
C 0.714 -0.165 0.113
H -0.270 -2.750 -1.471
H -0.356 -0.474 2.064
N 1.185 2.192 0.240
H -2.623 1.519 -0.514
```


Entry 2:
Here is a 6-piece molecular cluster, C23H46FNO16Si overall in a non-equilibrium geometry from the OMol25 dataset. Energies are from ωB97M-V/def2-TZVPD.

Results
SMILES string = N#CO[SiH2]CCF.CCOC(=O)OC.CCOC(=O)OC.CCOC(=O)OC.CCOC(=O)OC.CCOC(=O)OC
LUMO level = -0.4 eV

The geometry in XYZ format:
```
88
C23H46FNO16Si, DFT ωB97M-V/def2-TZVPD
H -5.894 -7.471 -12.115
H -4.703 2.060 6.258
H -5.805 -7.953 -10.382
H 0.425 -1.698 -5.518
O -0.929 -3.722 -6.463
H 0.640 6.901 5.336
H -0.864 2.702 5.568
H 3.815 -1.401 3.247
H -5.854 0.012 7.212
O -3.052 -5.270 -10.694
H 6.190 3.145 -0.495
H 3.291 1.582 2.768
C -0.993 0.349 1.192
H -7.100 0.169 5.975
C -4.258 -5.842 -10.944
H 0.262 -1.465 -2.091
F -1.900 -1.606 -1.840
O -3.412 -1.324 4.543
H -1.740 -1.900 5.655
H 0.126 -3.849 -2.667
H -0.133 8.284 4.535
C 10.268 2.291 2.052
H -5.912 2.145 4.985
H -6.385 2.430 6.679
H 10.219 3.675 3.713
H 10.734 1.476 2.619
H -1.641 -3.802 -3.321
H -2.048 -3.503 -10.506
O -5.289 -0.426 5.247
H -1.503 -0.524 4.518
C -2.336 -3.880 -6.019
H -0.750 -0.899 -3.588
H 1.391 -3.825 -5.231
H 10.645 2.224 1.025
O -1.210 6.543 4.477
O 8.563 3.555 0.361
H -4.999 -8.924 -11.631
H 4.796 0.866 3.374
H 0.598 7.012 3.539
C 8.121 2.770 1.187
H -2.442 2.863 6.326
C 5.925 3.227 0.564
H -3.683 -3.327 -11.140
C -3.557 -3.616 -8.985
H -2.956 -4.186 -8.269
C -6.040 0.352 6.186
Si 0.099 -3.095 -5.187
H -2.084 1.441 5.314
O 6.814 2.471 1.382
O -3.396 -0.157 6.522
C -1.932 2.519 5.419
C -5.746 1.832 6.021
O -0.105 -0.407 2.010
H -0.990 1.396 1.511
H -1.665 -2.182 3.906
O -4.058 -7.165 -11.165
H 10.210 4.460 2.140
C -3.975 -0.601 5.542
H -3.518 3.023 4.065
C -5.264 -7.905 -11.332
H 5.928 4.274 0.883
O -5.337 -5.270 -10.942
H -4.594 -3.935 -8.853
H -0.728 0.267 0.133
O 1.935 -0.807 2.720
O -2.364 4.676 4.384
H -1.939 2.949 3.284
O 8.854 2.071 2.092
C 1.203 -0.108 1.815
C -3.077 -3.868 -10.404
C -1.124 5.210 4.240
C 0.050 7.208 4.466
H 4.917 2.827 0.698
H 11.714 3.744 2.745
C 3.350 -0.586 2.680
C 3.710 0.740 3.327
H 3.300 0.797 4.341
C -2.456 3.259 4.200
H -3.492 -2.552 -8.737
N -3.452 -4.457 -5.626
C 10.628 3.618 2.698
O -0.103 4.593 3.974
H 3.727 -0.654 1.653
C -2.003 -1.485 4.677
C -0.698 -1.725 -2.746
C -0.605 -3.260 -3.404
H -2.002 -0.050 1.326
O 1.645 0.677 0.989
```


Entry 3:
Here is C21H14Br2N2O2S2Ta as an isolated structure from the OMol25 dataset. Energies are from ωB97M-V/def2-TZVPD.

Results
LUMO level = -4.5 eV
Total charge = +1

The geometry in XYZ format:
```
44
C21H14Br2N2O2S2Ta, DFT ωB97M-V/def2-TZVPD
C -0.170 -3.532 0.435
H 2.189 -5.633 -0.059
C 1.087 1.003 -0.466
C 1.761 -3.669 -0.780
S 0.075 -0.319 2.414
H -0.761 -5.537 0.051
H 1.131 -5.580 -1.458
C 1.346 -5.106 -0.500
H -0.759 1.571 -1.425
C 3.318 0.771 0.601
H -3.144 -0.176 -1.862
C -3.667 1.011 1.279
H -6.544 1.849 -0.235
H 1.985 4.790 -1.057
H -5.392 0.767 -2.121
S -2.704 0.994 2.729
C 1.731 3.751 -0.890
O 2.696 -3.280 -1.418
N 0.813 -2.811 -0.187
H 0.306 -5.337 1.429
Ta 0.189 -0.850 0.008
C 0.518 3.257 -1.273
H 5.802 2.966 1.090
C -4.944 1.539 1.140
C 4.842 2.582 0.774
H -5.448 2.005 1.975
H 4.177 4.436 -0.028
C -4.893 0.835 -1.164
C 4.532 1.230 1.014
Br 2.814 -1.039 0.853
C 2.345 1.548 -0.055
C 2.680 2.907 -0.268
C -5.550 1.448 -0.097
C -3.624 0.307 -1.028
C -2.994 0.401 0.211
C 0.209 1.899 -1.070
H -0.210 3.898 -1.749
N -1.714 -0.051 0.588
H 5.239 0.581 1.510
C 3.939 3.395 0.151
Br -0.734 -1.088 -2.267
C -1.477 0.194 1.867
C 0.120 -5.003 0.408
O -1.113 -2.922 0.930
```


Entry 4:
Here is C15H31CdFN3O11S as an isolated structure in a non-equilibrium geometry from the OMol25 dataset. Energies are from ωB97M-V/def2-TZVPD.

Results
LUMO level = -9.5 eV
Total charge = +1

The geometry in XYZ format:
```
63
C15H31CdFN3O11S, DFT ωB97M-V/def2-TZVPD
C -7.822 -0.201 -3.559
H 2.910 8.058 2.237
H 4.951 0.569 -4.061
C 7.848 -0.406 -4.996
O -7.537 0.900 -3.072
O 0.468 -6.826 -0.914
O -2.169 1.323 0.331
H -0.659 1.170 6.097
C 0.475 2.420 7.238
C 5.469 -0.371 -4.252
H 1.733 5.869 2.188
H -3.018 -6.274 0.910
H 6.976 -0.945 -6.807
O -0.286 -7.012 1.271
H 0.933 -2.063 6.566
H -3.301 -8.027 0.762
C -0.434 -7.017 -0.122
O 5.815 5.407 0.502
C 0.634 -0.023 7.160
H -1.731 -6.709 2.655
C -2.551 -7.238 0.709
O 8.890 0.183 -4.871
O -1.742 -7.257 -0.491
C 2.590 5.974 1.522
H -7.402 -2.365 -3.096
Cd -5.306 4.733 -0.615
C -1.506 -7.386 1.831
O 5.688 6.701 2.716
H 8.522 -1.705 -6.514
H -1.774 -0.869 -0.002
C -1.398 0.126 0.236
O 1.506 -0.075 8.037
C -7.830 -1.485 -2.616
H 0.578 2.398 8.323
C 0.144 -1.311 6.574
H -8.431 1.736 -5.176
H 6.970 -2.317 -5.790
O 4.228 7.363 0.810
N 0.082 1.146 6.783
H -0.920 -0.044 1.200
C -8.481 0.755 -5.648
H 5.246 -1.099 -3.471
H -0.308 3.174 7.155
H -0.546 -1.721 7.311
H -8.008 0.790 -6.629
C 7.573 -1.445 -6.045
H 5.161 -0.780 -5.214
H 1.428 2.779 6.851
N -8.006 -0.345 -4.851
S 5.052 6.159 1.512
H -0.533 0.212 -0.422
H -0.541 -1.320 5.727
C 2.960 7.456 1.330
H 2.305 5.557 0.556
H -7.826 -1.264 -5.229
H -9.540 0.548 -5.801
H -7.258 -1.256 -1.716
O 3.706 5.321 2.030
H -8.866 -1.575 -2.291
H 2.346 7.961 0.584
N 6.893 -0.051 -4.185
F -1.485 -8.667 2.255
H 7.136 0.662 -3.512
```


Entry 5:
Here is one molecule with the formula C4H12N2S2 in a non-equilibrium geometry from the OMol25 dataset. Energies are from ωB97M-V/def2-TZVPD.

Results
SMILES string = CN[C@@H](CN)CSS
LUMO level = 0.8 eV

The geometry in XYZ format:
```
20
C4H12N2S2, DFT ωB97M-V/def2-TZVPD
H 1.975 1.026 1.010
H 2.556 -0.056 -0.250
H -0.268 1.092 2.300
N -0.718 0.195 2.202
S -0.858 -0.735 -3.482
H -2.167 0.296 0.117
C -0.122 -0.453 -0.139
H 1.026 -0.792 1.589
S -1.992 0.323 -2.190
H -0.960 -0.185 3.113
C -1.573 -0.325 -0.563
H 0.108 1.532 -0.670
H 2.434 1.708 -0.576
C -0.052 -0.787 1.365
N 0.645 0.671 -0.619
H 0.280 -1.357 -0.610
H 0.215 0.069 -3.607
H -0.427 -1.791 1.524
C 1.981 0.856 -0.075
H -2.083 -1.287 -0.437
```


Entry 6:
Here is one molecule with the formula C9H8F2O2S2 in a non-equilibrium geometry from the OMol25 dataset. Energies are from ωB97M-V/def2-TZVPD.

Results
SMILES string = C=CC(F)(F)SS(=O)(=O)c1ccccc1
LUMO level = -0.2 eV

The geometry in XYZ format:
```
23
C9H8F2O2S2, DFT ωB97M-V/def2-TZVPD
H 3.662 -2.172 -0.385
O -2.430 -1.792 -0.504
H -2.019 3.486 0.744
H -1.398 4.841 -1.278
H -0.447 3.641 -1.894
C 0.830 -1.413 1.399
S -1.726 -1.398 0.679
C -0.042 -1.596 0.385
C 1.603 -1.824 -1.255
C 0.234 -1.704 -0.981
C 2.564 -1.931 -0.224
C -1.361 3.156 -0.028
H 0.430 -1.343 2.329
S -2.119 0.698 1.112
O -2.088 -1.966 1.950
C 2.154 -1.766 1.096
C -1.065 3.810 -1.108
F 0.388 1.762 0.894
F -0.504 1.230 -1.044
H -0.564 -1.676 -1.703
C -0.823 1.809 0.152
H 1.839 -2.082 -2.219
H 2.883 -1.768 1.883
```


Entry 7:
Here is a 7-piece molecular cluster, CH15NO6 overall in a non-equilibrium geometry from the OMol25 dataset. Energies are from ωB97M-V/def2-TZVPD.

Results
LUMO level = -6.4 eV

The geometry in XYZ format:
```
23
CH15NO6, DFT ωB97M-V/def2-TZVPD
C 0.928 -1.443 1.208
H 1.330 1.097 -2.104
O 1.389 1.444 1.020
H 2.802 -0.394 -1.956
O -1.663 -0.239 1.836
H -2.192 -0.028 2.626
O -1.243 1.596 0.031
H 1.395 -0.582 1.743
O 2.465 0.257 -1.300
N -2.265 -1.025 -0.791
H -1.484 0.932 0.955
H -2.313 -1.092 0.265
H 1.461 -0.428 -0.344
H -0.111 1.550 -1.611
H -1.884 1.283 -0.582
H 0.466 1.635 0.772
O 0.692 -1.012 -0.124
H -1.239 -0.776 -1.040
H -2.642 -1.829 -1.330
O 0.606 1.696 -2.280
H 1.672 1.212 0.071
H 0.085 -1.647 1.818
H 1.747 -2.208 1.118
```


Entry 8:
Here is C24H22IIrN10O7P2S as an isolated structure from the OMol25 dataset. Energies are from ωB97M-V/def2-TZVPD.

Results
LUMO level (alpha / beta) = -3.4 / -6.0 eV
Total charge = +1
2S+1 = 6

The geometry in XYZ format:
```
68
C24H22IIrN10O7P2S, DFT ωB97M-V/def2-TZVPD
C 3.307 -0.539 -2.027
H -3.820 2.389 1.237
C -5.533 -0.500 -1.250
C 1.832 1.922 1.871
C -2.551 2.091 2.942
H 0.328 -0.568 -3.428
O -0.496 -2.967 2.889
H -1.170 1.536 4.492
N 1.513 3.195 1.697
P 1.067 -3.241 2.726
H -5.216 -2.500 -0.522
H 6.323 0.703 -2.899
H -2.155 -0.941 -3.060
O 1.484 -4.599 3.020
C -0.501 1.393 -3.798
C 0.143 0.425 -3.036
H 6.435 0.869 -0.410
N 0.912 3.402 0.512
C -2.345 0.886 0.868
N 1.446 1.259 0.785
C -3.605 -1.818 -1.763
H -3.054 2.833 3.546
N -2.901 -3.046 -1.650
O 1.433 -2.687 1.320
O 1.643 -2.091 3.718
H 3.041 0.047 5.254
H -3.406 1.205 -3.260
C -0.844 0.412 2.704
C -0.809 -2.347 -1.039
C -1.486 1.371 3.471
N 0.558 0.682 -1.802
H 2.408 -0.960 -2.446
H 1.662 3.965 2.330
C 0.341 1.911 -1.345
N 3.360 -0.417 -0.701
N -1.358 -1.500 -0.158
C 5.553 0.484 -0.902
C 4.345 -0.142 -2.851
H -3.419 -3.891 -1.852
C 5.494 0.384 -2.282
Ir 1.467 -0.809 0.666
S 0.849 -2.505 -1.342
I 4.124 -0.335 -4.908
P 2.993 -1.242 3.538
N -1.596 -3.239 -1.705
O 4.227 -1.880 3.959
H 4.483 0.128 0.935
C -1.268 0.183 1.399
H -2.675 0.672 -0.141
C -0.330 2.870 -2.097
C 4.470 0.080 -0.143
H -0.047 -0.188 3.132
O 2.922 -0.683 2.080
C -4.830 -1.688 -1.126
N -0.580 -0.769 0.598
H -6.486 -0.391 -0.751
H 2.293 1.498 2.750
C -3.089 -0.787 -2.535
C -2.981 1.840 1.646
H -0.514 3.859 -1.695
C -5.017 0.546 -2.005
H -0.826 1.175 -4.808
N -0.754 2.607 -3.325
C -3.796 0.399 -2.651
H -0.914 -3.698 3.363
O 2.610 0.069 4.389
C 0.877 2.209 -0.019
H -5.574 1.468 -2.104
```


Entry 9:
Here is C5H8O as an isolated structure from the OMol25 dataset. Energies are from ωB97M-V/def2-TZVPD.

Results
LUMO level = -0.1 eV

The geometry in XYZ format:
```
14
C5H8O, DFT ωB97M-V/def2-TZVPD
C -0.059 -0.701 -0.097
O 1.797 0.253 -0.995
C 1.212 0.000 0.141
H -1.184 0.862 -1.261
C -1.055 -0.035 0.815
H 1.277 -0.991 -1.541
H 0.469 1.066 1.981
H 0.627 -1.599 -1.253
H 1.822 -0.433 0.951
C -1.258 -0.055 -0.679
H -1.987 -0.777 -1.042
C 0.086 0.939 0.971
H -0.031 1.869 0.416
H -1.716 -0.400 1.592
```


Entry 10:
Here is a 6-piece molecular cluster, C32H30N6O4 overall in a non-equilibrium geometry from the OMol25 dataset. Energies are from ωB97M-V/def2-TZVPD.

Results
SMILES string = O=[N+]([O-])c1ccccc1.O=[N+]([O-])c1ccccc1.c1ccncc1.c1ccncc1.c1ccncc1.c1ccncc1
LUMO level = -0.6 eV

The geometry in XYZ format:
```
72
C32H30N6O4, DFT ωB97M-V/def2-TZVPD
C -2.376 -4.810 -5.245
N -1.327 8.318 2.232
H 2.369 -1.244 0.085
C 2.747 -8.214 0.644
H -1.525 -5.454 -5.076
C 8.947 6.460 -1.259
H -3.809 -6.075 -6.339
N -4.365 -2.857 -5.560
H -1.330 -3.254 -4.242
C 2.275 2.280 -1.548
H 7.977 5.071 0.253
C -1.666 4.276 3.551
O -2.264 9.056 2.299
C -2.260 -3.568 -4.692
H -5.643 -2.121 0.394
H 2.949 -11.552 1.461
C 2.438 -10.677 -0.420
C 3.485 0.471 -0.580
C 10.120 7.386 1.048
C -3.638 -5.100 -5.907
C -7.481 -3.353 2.935
H 0.110 -0.251 -0.700
C -0.256 6.125 2.441
C 9.844 7.492 -1.259
C -6.406 -2.151 1.158
H -3.673 4.838 4.011
H 11.315 8.652 -0.283
C 1.073 1.586 -1.359
H 10.063 7.897 -2.236
C -6.575 -3.361 1.856
C -8.290 -2.277 3.313
H 8.469 6.369 -2.223
H 3.145 -9.229 2.488
H 10.657 7.638 1.951
H 0.322 4.052 2.878
H 2.243 -11.672 -0.792
O -5.880 0.320 0.196
O -0.220 8.852 1.949
N 2.228 -9.643 -1.267
H 2.308 3.272 -1.974
O -7.761 1.066 1.021
H -5.484 -4.285 -6.513
H 4.432 0.130 -0.191
H -3.135 -1.621 -4.474
C -7.110 -1.046 1.535
H 0.718 6.438 2.096
C 2.923 -9.358 1.439
C -2.616 6.399 3.051
H -3.508 7.007 3.033
N 3.491 1.740 -1.113
C -1.370 6.914 2.640
C 8.651 5.876 -0.002
C -2.733 5.091 3.544
C -0.467 4.787 2.948
C 2.779 -10.631 0.923
H -5.925 -4.180 1.587
C -3.259 -2.607 -4.895
H -1.810 3.301 3.992
H 2.899 -7.236 1.076
H 0.209 1.913 -1.919
C 2.274 -0.271 -0.375
H 2.138 -7.552 -1.286
H -7.523 -4.251 3.534
N 9.185 6.396 1.172
C -4.503 -4.108 -6.095
H -8.927 -2.168 4.178
N -6.935 0.220 0.838
C -8.033 -1.111 2.616
C 2.302 -8.414 -0.656
H -8.552 -0.236 2.979
C 1.027 0.320 -0.710
C 10.525 7.927 -0.155
```


Number 1: electronic energy -393.39525 Eh. Number 2: electronic energy -2551.85546 Eh. Number 3: electronic energy -7070.01152 Eh. Number 4: electronic energy -2247.28000 Eh. Number 5: electronic energy -1065.47368 Eh. Number 6: electronic energy -1494.24360 Eh. Number 7: electronic energy -552.92471 Eh. Number 8: electronic energy -3484.84061 Eh. Number 9: electronic energy -270.31244 Eh. Number 10: electronic energy -1866.56501 Eh.